Formula: C16H16BO2SbSe4V
Source: the Open Molecules 2025 dataset
Level of theory: the ωB97M-V functional and the def2-TZVPD basis

Results
**Largest force on an atom**: 0.042 Eh/bohr
**HOMO level**: -0.17545 Ha
**Relative energy (zero: lowest compared OMol25 entry of this formula, charge and spin)**: 19.0 kcal/mol
**E_LUMO**: 0.07857 Ha
**E**: -315237.3509 eV
**Orbital gap**: 6.91 eV

ORCA input file:
```
! wB97M-V def2-TZVPD RIJCOSX def2/J DEFGRID3
* xyz -1 1
V 1.700 1.849 -0.640
Se 4.979 3.712 -1.186
Sb 2.874 4.463 -0.279
Se 2.127 2.713 1.463
Se 0.942 3.625 -1.888
Se 2.492 6.719 0.469
O -0.864 2.280 0.862
B -0.236 1.648 -0.226
O -1.217 1.091 -1.062
C -2.423 1.449 -0.527
C -3.691 1.194 -0.997
C -4.753 1.703 -0.251
C -4.538 2.426 0.915
C -3.251 2.673 1.390
C -2.208 2.171 0.645
H -3.848 0.624 -1.903
H -5.767 1.538 -0.594
H -5.389 2.809 1.463
H -3.064 3.235 2.294
C -0.091 -0.848 1.492
C 1.198 -1.054 0.688
C 2.351 -1.302 1.689
C 1.490 0.208 -0.054
C 1.119 -2.246 -0.266
C 0.014 -3.087 -0.322
C -0.019 -4.172 -1.190
C 1.055 -4.435 -2.024
C 2.169 -3.608 -1.975
C 2.196 -2.531 -1.106
H 0.017 0.055 2.094
H -0.274 -1.691 2.159
H -0.953 -0.714 0.835
H 2.370 -0.507 2.436
H 3.319 -1.316 1.190
H 2.208 -2.264 2.186
H 2.564 0.295 -0.494
H -0.840 -2.906 0.317
H -0.891 -4.815 -1.202
H 1.027 -5.278 -2.703
H 3.025 -3.798 -2.611
H 3.081 -1.906 -1.087
*
```

Table of Löwdin atomic charges, one value per atom, all in e: -0.0639 -0.1976 -0.1660 0.3451 0.2813 -0.1992 0.0834 -0.8360 0.1370 -0.2033 0.0014 -0.1065 -0.1040 0.0084 -0.1955 0.1161 0.0937 0.0945 0.1192 -0.0375 -0.5257 -0.0290 -0.2181 -0.1631 -0.0290 -0.0887 -0.1052 -0.0838 -0.0355 0.0947 0.0946 0.0879 0.0798 0.0829 0.0919 0.0696 0.1020 0.0977 0.0952 0.1000 0.1111

Formula: C5H4InO2
Source: the Open Molecules 2025 dataset
Level of theory: the ωB97M-V functional and the def2-TZVPD basis

Results
**Largest force on an atom**: 0.124 Eh/bohr
**HOMO level (spin up / spin down)**: -0.67513 / -0.69113 Ha
**E_LUMO (spin up / spin down)**: -0.37313 / -0.41647 Ha
**E**: -14493.0463 eV
**Orbital gap (spin up / spin down)**: 8.22 / 7.47 eV

ORCA input file:
```
! wB97M-V def2-TZVPD RIJCOSX def2/J DEFGRID3
* xyz 2 2
O -0.734 1.827 0.021
C -1.419 0.960 0.374
C -2.058 -0.097 0.898
C -3.337 -0.493 0.442
C -4.596 -0.108 0.366
H -1.494 -0.683 1.631
H -4.972 0.730 0.970
H -5.327 -0.643 -0.249
C -4.492 1.654 -2.437
O -3.836 2.565 -1.859
In -5.531 3.315 -2.645
H -3.981 0.666 -2.511
*
```

Table of Löwdin atomic charges, one value per atom, all in e: 0.3681 0.0094 0.0150 0.1266 0.0937 0.1694 0.1297 0.1089 -0.2230 -0.1941 1.3005 0.0957

Formula: C4H6NO
Source: the Open Molecules 2025 dataset
Level of theory: the ωB97M-V functional and the def2-TZVPD basis

Results
**Largest force on an atom**: 0.130 Eh/bohr
**HOMO level**: -0.57878 Ha
**Relative energy (zero: lowest compared OMol25 entry of this formula, charge and spin)**: 50.2 kcal/mol
**E_LUMO**: -0.24080 Ha
**E**: -7772.7214 eV
**SMILES**: C[N+]1=CC(=O)C1
**Orbital gap**: 9.20 eV

ORCA input file:
```
! wB97M-V def2-TZVPD RIJCOSX def2/J DEFGRID3
* xyz 1 1
C 0.690 -0.164 -1.438
C 0.714 -1.593 0.068
C 1.215 -1.551 -1.358
C -0.524 0.430 0.820
N 0.178 -0.411 -0.081
O 1.964 -2.219 -2.101
H 1.370 0.719 -1.686
H -0.007 -0.055 -2.326
H 0.625 -2.312 0.981
H -0.094 1.438 0.708
H -1.583 0.545 0.650
H -0.678 0.173 1.904
*
```

Table of Löwdin atomic charges, one value per atom, all in e: -0.0089 0.1931 -0.2641 0.0131 -0.0564 0.1762 0.1834 0.1749 0.2091 0.1274 0.1130 0.1391

Formula: CH2N4O
Source: the Open Molecules 2025 dataset
Level of theory: the ωB97M-V functional and the def2-TZVPD basis

Results
**Largest force on an atom**: 0.146 Eh/bohr
**HOMO level**: -0.38873 Ha
**Relative energy (zero: lowest compared OMol25 entry of this formula, charge and spin)**: 84.9 kcal/mol
**E_LUMO**: -0.00001 Ha
**E**: -9072.6152 eV
**SMILES**: On1cnnn1
**Orbital gap**: 10.58 eV

ORCA input file:
```
! wB97M-V def2-TZVPD RIJCOSX def2/J DEFGRID3
* xyz 0 1
C -0.365 0.896 -0.118
H 1.903 -0.411 0.906
H -0.006 2.040 -0.343
N 0.409 -0.171 -0.183
N -1.694 0.337 0.045
N -1.547 -1.009 -0.045
N -0.337 -1.339 -0.178
O 1.636 -0.343 -0.085
*
```

Table of Löwdin atomic charges, one value per atom, all in e: -0.0701 0.1941 0.1804 -0.3151 -0.0120 -0.0773 0.0477 0.0523

Formula: C4H14NO5
Source: the Open Molecules 2025 dataset
Level of theory: the ωB97M-V functional and the def2-TZVPD basis

Results
**Largest force on an atom**: 0.053 Eh/bohr
**HOMO level**: -0.18969 Ha
**Relative energy (zero: lowest compared OMol25 entry of this formula, charge and spin)**: 39.8 kcal/mol
**E_LUMO**: 0.12273 Ha
**E**: -16104.2982 eV
**Orbital gap**: 8.50 eV

ORCA input file:
```
! wB97M-V def2-TZVPD RIJCOSX def2/J DEFGRID3
* xyz -1 1
C -1.324 -1.498 -0.616
O -0.117 -2.135 -0.426
C -1.449 -0.014 -0.190
C -0.224 0.775 -0.657
C -0.104 2.223 -0.209
N -1.351 2.794 0.115
O 0.885 2.913 -0.236
H -1.751 -1.716 -1.621
H -2.177 -1.978 -0.029
H -2.473 0.229 -0.491
H -1.394 0.143 0.892
H 0.760 0.387 -0.381
H -0.183 0.892 -1.740
H -1.409 3.797 0.196
H -2.186 2.275 -0.073
H 1.053 -2.336 2.001
H 0.283 -1.714 0.682
O 0.835 -1.433 1.706
H 1.110 -1.871 -1.545
H 2.419 -1.313 -1.246
O 2.004 -1.780 -1.999
H 1.971 -0.317 2.182
H 2.255 1.184 1.561
O 2.570 0.491 2.127
*
```

Table of Löwdin atomic charges, one value per atom, all in e: -0.3699 -0.2488 -0.1953 -0.1148 -0.5263 0.1351 0.0421 0.1021 0.1024 0.0999 0.1109 0.1100 0.1318 0.0895 0.0607 0.0120 0.0018 -0.2479 -0.0089 0.0225 -0.1405 -0.0130 -0.0221 -0.1334

Formula: C3H8O2
Source: the Open Molecules 2025 dataset
Level of theory: the ωB97M-V functional and the def2-TZVPD basis

Results
**Largest force on an atom**: 0.014 Eh/bohr
**HOMO level**: -0.30902 Ha
**Relative energy (zero: lowest compared OMol25 entry of this formula, charge and spin)**: 85.4 kcal/mol
**E_LUMO**: 0.01946 Ha
**E**: -7332.3459 eV
**Orbital gap**: 8.94 eV

ORCA input file:
```
! wB97M-V def2-TZVPD RIJCOSX def2/J DEFGRID3
* xyz 0 1
O 1.248 0.193 -0.356
C -0.005 0.486 -0.989
C -0.967 -0.667 -0.770
C -0.135 0.251 2.423
O 0.538 -0.798 2.035
H 1.851 0.930 -0.512
H 0.163 0.605 -2.065
H -0.416 1.428 -0.593
H -0.541 -1.597 -1.156
H -1.902 -0.462 -1.298
H 0.238 1.076 1.746
H -1.199 -0.807 0.281
H 1.127 -0.638 1.254
*
```

Table of Löwdin atomic charges, one value per atom, all in e: -0.1191 -0.2983 -0.0784 -0.0175 -0.1001 0.1065 0.1120 0.1139 0.0869 0.0833 -0.0106 0.0516 0.0698

Formula: C19H58N16O11
Source: the Open Molecules 2025 dataset
Level of theory: the ωB97M-V functional and the def2-TZVPD basis

Results
**Largest force on an atom**: 0.091 Eh/bohr
**HOMO level**: -0.29966 Ha
**Relative energy (zero: lowest compared OMol25 entry of this formula, charge and spin)**: 0.0 kcal/mol
**E_LUMO**: 0.00619 Ha
**E**: -67011.5909 eV
**SMILES**: COCCNCCOC.COCCNCCOC.NC(N)=O.NC(N)=O.NC(N)=O.NC(N)=O.NC(N)=O.NC(N)=O.NC(N)=O
**Orbital gap**: 8.32 eV

ORCA input file:
```
! wB97M-V def2-TZVPD RIJCOSX def2/J DEFGRID3
* xyz 0 1
C -3.073 1.772 -4.745
O -1.839 1.683 -5.129
N -3.868 2.018 -5.850
N -3.490 1.639 -3.481
H -3.308 1.994 -6.676
H -4.868 1.996 -5.910
H -4.428 1.756 -3.131
H -2.790 1.559 -2.749
C -4.311 1.375 2.257
O -4.352 1.070 1.081
N -3.748 2.624 2.689
N -4.842 0.545 3.330
H -3.774 3.232 1.849
H -4.277 2.979 3.480
H -4.175 0.571 4.085
H -5.104 -0.373 2.998
C 1.194 3.287 -3.468
O 2.205 3.350 -2.723
N 1.265 3.804 -4.720
N -0.068 2.854 -3.003
H 0.642 3.418 -5.413
H 2.212 4.113 -4.915
H 0.149 2.234 -2.221
H -0.789 2.514 -3.623
C 0.283 3.739 4.111
O 0.204 3.440 5.290
N 1.552 3.647 3.496
N -0.656 4.137 3.229
H 2.369 3.652 4.136
H 1.759 4.198 2.655
H -1.602 3.840 3.422
H -0.526 4.110 2.230
C -2.989 4.670 -0.546
O -2.664 3.995 0.409
N -3.932 5.637 -0.503
N -2.242 4.454 -1.666
H -4.469 5.817 0.314
H -4.120 6.130 -1.356
H -1.583 3.689 -1.620
H -2.480 4.862 -2.537
C 0.261 -1.917 -3.325
O 0.231 -2.801 -2.443
N 1.236 -2.086 -4.300
N -0.404 -0.798 -3.295
H 1.241 -1.565 -5.152
H 1.903 -2.842 -4.187
H -0.227 0.046 -3.856
H -1.145 -0.728 -2.634
C -1.009 0.657 -0.431
O -1.718 0.707 -1.415
N -0.863 1.567 0.515
N -0.385 -0.447 -0.066
H -0.202 1.399 1.261
H -1.530 2.289 0.669
H -0.013 -0.565 0.881
H -0.117 -1.095 -0.789
C 2.966 -5.627 -4.052
O 2.606 -5.252 -2.742
C 3.699 -5.323 -1.743
C 3.417 -4.446 -0.610
N 3.149 -3.172 -1.200
C 3.033 -2.135 -0.153
C 2.833 -0.746 -0.726
O 3.929 -0.421 -1.478
C 3.765 0.690 -2.305
H 3.590 -4.839 -4.615
H 2.058 -5.916 -4.611
H 3.546 -6.556 -4.182
H 4.551 -4.894 -2.266
H 3.855 -6.385 -1.554
H 4.323 -4.372 0.040
H 2.648 -4.806 0.027
H 2.289 -3.148 -1.728
H 3.953 -2.101 0.440
H 2.227 -2.248 0.524
H 2.660 0.067 0.011
H 1.954 -0.669 -1.464
H 3.201 1.501 -1.840
H 3.154 0.477 -3.196
H 4.691 1.091 -2.554
C 0.277 0.023 6.737
O 0.449 -0.430 5.405
C -0.846 -0.532 4.816
C -0.613 -0.275 3.319
N 0.130 -1.317 2.642
C -0.619 -2.536 2.421
C 0.202 -3.735 1.977
O 0.529 -4.677 2.965
C 1.411 -4.152 3.961
H -0.042 1.053 6.752
H 1.231 -0.158 7.194
H -0.439 -0.602 7.295
H -1.552 0.196 5.254
H -1.325 -1.508 5.019
H -0.116 0.718 3.207
H -1.616 -0.296 2.915
H 1.009 -1.507 3.105
H -1.360 -2.291 1.647
H -1.246 -2.802 3.277
H 1.127 -3.418 1.539
H -0.371 -4.380 1.304
H 1.686 -4.904 4.676
H 0.915 -3.322 4.479
H 2.355 -3.768 3.562
*
```

Here are the Löwdin charges for atoms 1 to 99, given in e: -0.5843 -0.0968 0.1399 0.1987 0.0925 0.0918 0.1186 0.0547 -0.5912 0.0427 0.1140 0.1220 0.0582 0.0879 0.0640 0.0872 -0.6062 -0.0201 0.1523 0.1481 0.0950 0.1119 0.0826 0.0340 -0.6771 0.0245 0.1068 0.1635 0.1086 0.0918 0.0747 0.0843 -0.6494 -0.0167 0.1817 0.1803 0.1043 0.1013 0.0643 0.0897 -0.6787 -0.0201 0.1628 0.1953 0.0839 0.0884 0.1100 0.0701 -0.7043 -0.0094 0.2087 0.2014 0.0885 0.0524 0.0645 0.0743 -0.1558 -0.2119 -0.1850 -0.2423 -0.0188 -0.1784 -0.2628 -0.1770 -0.1125 0.1041 0.0867 0.0743 0.1180 0.1225 0.1422 0.1036 0.0705 0.1263 0.0637 0.1288 0.1170 0.0598 0.0880 0.0681 -0.1074 -0.1877 -0.2244 -0.1991 -0.0833 -0.2001 -0.2065 -0.1799 -0.0875 0.0764 0.0835 0.0919 0.1166 0.1201 0.1206 0.1074 0.1110 0.1185 0.1160

Formula: C25H28F5O2Sr
Source: the Open Molecules 2025 dataset
Level of theory: the ωB97M-V functional and the def2-TZVPD basis

Results
**Largest force on an atom**: 0.049 Eh/bohr
**HOMO level**: -0.12990 Ha
**Relative energy (zero: lowest compared OMol25 entry of this formula, charge and spin)**: 0.0 kcal/mol
**E_LUMO**: 0.06964 Ha
**E**: -44895.7089 eV
**Orbital gap**: 5.43 eV

ORCA input file:
```
! wB97M-V def2-TZVPD RIJCOSX def2/J DEFGRID3
* xyz -1 1
O 0.409 0.050 -4.277
C 0.431 1.266 -5.126
C 0.241 0.510 -6.434
H 1.402 1.776 -5.039
H -0.384 1.966 -4.891
C 0.312 -0.729 -5.515
H 1.052 0.659 -7.147
H -0.735 0.692 -6.887
C 1.605 -1.516 -5.733
H 2.465 -0.840 -5.604
H 1.657 -1.928 -6.754
H 1.693 -2.358 -5.030
C -0.948 -1.576 -5.526
H -1.809 -0.978 -5.208
H -0.861 -2.434 -4.847
H -1.155 -1.964 -6.531
Sr 0.520 -0.212 1.743
C -2.208 -0.624 3.285
C -2.152 0.783 3.445
C -2.525 1.384 2.215
H -1.933 1.314 4.364
C -2.820 0.334 1.290
C -2.635 -0.912 1.963
H -2.882 -1.896 1.569
H -2.033 -1.351 4.072
H -2.653 2.456 2.035
H -3.207 0.483 0.280
C 1.141 -2.270 3.495
C 0.275 -2.869 2.553
C 0.939 -2.913 1.291
H -0.715 -3.275 2.762
C 2.260 -2.389 1.480
C 2.375 -1.984 2.853
H 3.264 -1.560 3.322
H 0.903 -2.058 4.531
H 0.518 -3.308 0.360
H 3.065 -2.351 0.739
O 0.131 0.781 -0.582
C -0.667 -0.173 -1.401
C -1.726 0.680 -2.116
H -0.974 -1.007 -0.746
H 0.027 -0.571 -2.166
C -0.929 1.966 -2.329
H -2.615 0.889 -1.512
H -2.033 0.257 -3.078
C 0.011 2.147 -1.146
H -1.504 2.830 -2.683
H -0.214 1.709 -3.104
H -0.380 2.809 -0.360
H 1.019 2.494 -1.440
F -0.705 -0.493 6.258
C 0.311 0.344 5.905
C 0.717 0.497 4.611
C 1.593 1.480 4.285
F 2.014 1.627 2.962
C 2.117 2.342 5.262
F 2.920 3.372 4.919
C 1.852 2.075 6.611
F 2.552 2.700 7.585
C 0.926 1.082 6.937
F 0.684 0.785 8.232
*
```

Table of Löwdin atomic charges, one value per atom, all in e: -0.1204 -0.1565 -0.0803 0.1271 0.1089 -0.5618 0.1117 0.1126 -0.0207 0.0914 0.0892 0.0887 -0.0181 0.0824 0.0901 0.0894 1.4684 -0.2310 -0.2129 -0.1983 0.0773 -0.2215 -0.2240 0.0725 0.0795 0.0668 0.0502 -0.2428 -0.2371 -0.2626 0.0915 -0.2545 -0.2377 0.0894 0.0810 0.0798 0.0749 -0.3170 -0.1533 -0.1349 0.1109 0.1077 -0.1757 0.0896 0.1016 -0.1368 0.1255 0.0466 0.1207 0.1225 0.0412 -0.2638 -0.0451 -0.2637 -0.0681 -0.1556 0.0633 -0.1504 0.0705 -0.1481 0.0701

Formula: C2H6O2
Source: the Open Molecules 2025 dataset
Level of theory: the ωB97M-V functional and the def2-TZVPD basis

Results
**Largest force on an atom**: 0.048 Eh/bohr
**HOMO level**: -0.34553 Ha
**Relative energy (zero: lowest compared OMol25 entry of this formula, charge and spin)**: 26.7 kcal/mol
**E_LUMO**: 0.02328 Ha
**E**: -6265.0991 eV
**SMILES**: C=CO.O
**Orbital gap**: 10.04 eV

ORCA input file:
```
! wB97M-V def2-TZVPD RIJCOSX def2/J DEFGRID3
* xyz 0 1
C -0.408 1.115 -1.386
C -0.689 -0.036 -0.751
O 0.280 -1.029 -0.764
H -1.134 1.909 -1.500
H 0.563 1.191 -1.855
H -1.711 -0.353 -0.599
H 0.728 -0.991 0.116
H 1.269 -0.002 2.212
H 0.131 -0.915 2.480
O 0.971 -0.889 2.046
*
```

Table of Löwdin atomic charges, one value per atom, all in e: 0.0179 -0.2818 -0.0729 0.0467 0.0590 0.0973 0.0589 0.0501 0.0452 -0.0205

Formula: C4H5NO5
Source: the Open Molecules 2025 dataset
Level of theory: the ωB97M-V functional and the def2-TZVPD basis

Results
**Largest force on an atom**: 0.133 Eh/bohr
**HOMO level**: -0.37077 Ha
**Relative energy (zero: lowest compared OMol25 entry of this formula, charge and spin)**: 43.9 kcal/mol
**E_LUMO**: -0.00667 Ha
**E**: -15954.7932 eV
**SMILES**: O=C(O)CNC(=O)C(=O)O
**Orbital gap**: 9.91 eV

ORCA input file:
```
! wB97M-V def2-TZVPD RIJCOSX def2/J DEFGRID3
* xyz 0 1
C -2.075 -0.164 0.373
C -0.845 -0.391 -0.484
C 1.385 0.903 -0.037
C 2.100 -0.386 0.042
H -4.130 0.146 0.181
H -0.056 -1.097 -0.111
H -1.152 -0.518 -1.468
H -0.356 1.921 -0.682
H 3.588 -1.338 1.083
N 0.004 0.814 -0.402
O -3.165 0.072 -0.435
O -2.172 -0.110 1.584
O 1.909 1.941 0.052
O 3.101 -0.334 0.955
O 1.864 -1.459 -0.651
*
```

Table of Löwdin atomic charges, one value per atom, all in e: -0.4944 -0.0855 -0.4504 -0.3624 0.2512 0.1280 0.1003 0.2562 0.2525 0.0561 0.0031 0.0877 0.1545 0.0726 0.0306

Please write out number 9 again, unchanged.
Formula: C2H6O2
Source: the Open Molecules 2025 dataset
Level of theory: the ωB97M-V functional and the def2-TZVPD basis

Results
**Largest force on an atom**: 0.048 Eh/bohr
**HOMO level**: -0.34553 Ha
**Relative energy (zero: lowest compared OMol25 entry of this formula, charge and spin)**: 26.7 kcal/mol
**E_LUMO**: 0.02328 Ha
**E**: -6265.0991 eV
**SMILES**: C=CO.O
**Orbital gap**: 10.04 eV

ORCA input file:
```
! wB97M-V def2-TZVPD RIJCOSX def2/J DEFGRID3
* xyz 0 1
C -0.408 1.115 -1.386
C -0.689 -0.036 -0.751
O 0.280 -1.029 -0.764
H -1.134 1.909 -1.500
H 0.563 1.191 -1.855
H -1.711 -0.353 -0.599
H 0.728 -0.991 0.116
H 1.269 -0.002 2.212
H 0.131 -0.915 2.480
O 0.971 -0.889 2.046
*
```

Table of Löwdin atomic charges, one value per atom, all in e: 0.0179 -0.2818 -0.0729 0.0467 0.0590 0.0973 0.0589 0.0501 0.0452 -0.0205